Entry 1:
{"formula": "CH7P3S", "method": "ωB97M-V with the def2-TZVPD basis set", "charge": 0, "homo_energy_ev": [-8.5, -8.7], "de_lowest_kj_mol": 263.3, "max_force_ha_per_bohr": 0.09460, "homo_lumo_gap_ev": [6.82, 7.09], "mol_weight_g_mol": 144.1, "e_tot_ha": -1464.40600, "lumo_energy_ev": [-1.7145, -1.5881], "elements": ["C", "P", "P", "P", "S", "H", "H", "H", "H", "H", "H", "H"], "coordinates": [[2.568, 0.086, 0.064], [-2.740, 1.130, 0.447], [-1.603, -0.136, -0.986], [-0.872, -1.625, 0.559], [1.209, 0.425, 1.264], [3.553, -0.021, 0.641], [2.585, 0.891, -0.532], [2.285, -0.769, -0.417], [-2.581, 2.331, -0.253], [-1.670, 1.147, 1.212], [-2.757, -1.081, -1.504], [0.024, -2.379, -0.494]]}

***

Entry 2:
{"formula": "CH8N2O2", "method": "ωB97M-V with the def2-TZVPD basis set", "smiles": "[H]/N=C/N.O.O", "charge": 0, "homo_energy_ev": -8.6, "de_lowest_kj_mol": 123.3, "max_force_ha_per_bohr": 0.05020, "homo_lumo_gap_ev": 9.32, "mol_weight_g_mol": 80.1, "e_tot_ha": -302.85039, "lumo_energy_ev": 0.6800, "elements": ["N", "C", "N", "H", "H", "H", "H", "H", "H", "O", "H", "H", "O"], "coordinates": [[-0.055, -0.706, 2.085], [-1.329, -0.564, 2.543], [-1.983, -1.369, 3.307], [0.462, -1.467, 2.509], [0.123, -0.535, 1.100], [-1.894, 0.376, 2.414], [-2.476, -0.814, 4.001], [1.852, 1.061, -1.152], [2.471, -0.244, -1.149], [1.641, 0.155, -0.871], [-0.304, 1.330, -4.622], [0.833, 1.446, -5.557], [0.661, 1.331, -4.607]]}

***

Entry 3:
{"formula": "CH8N2O4P", "method": "ωB97M-V with the def2-TZVPD basis set", "smiles": "N=P(O)(O)[NH2+]COO", "charge": 1, "homo_energy_ev": -14.0, "max_force_ha_per_bohr": 0.12610, "homo_lumo_gap_ev": 9.58, "mol_weight_g_mol": 143.1, "e_tot_ha": -794.35827, "lumo_energy_ev": -4.4285, "elements": ["N", "P", "O", "O", "N", "C", "O", "O", "H", "H", "H", "H", "H", "H", "H", "H"], "coordinates": [[-2.486, -0.721, -0.559], [-0.935, -0.444, -0.694], [-0.602, 0.501, -2.030], [-0.069, -1.834, -0.900], [-0.505, 0.412, 0.833], [0.957, 0.729, 1.021], [1.675, 0.697, -0.197], [2.894, 0.011, -0.070], [-2.992, -0.259, -1.315], [-1.260, 1.214, -2.011], [0.117, -2.279, -0.058], [-1.090, 1.259, 0.886], [-0.841, -0.183, 1.606], [1.038, 1.752, 1.462], [1.388, 0.039, 1.786], [2.710, -0.893, 0.240]]}

***

Entry 4:
{"formula": "CH8N2OSi", "method": "ωB97M-V with the def2-TZVPD basis set", "smiles": "C[Si](N)(N)O", "charge": 0, "homo_energy_ev": -9.4, "de_lowest_kj_mol": 51.6, "max_force_ha_per_bohr": 0.08711, "homo_lumo_gap_ev": 10.10, "mol_weight_g_mol": 92.2, "e_tot_ha": -517.24418, "lumo_energy_ev": 0.7103, "elements": ["C", "N", "N", "O", "Si", "H", "H", "H", "H", "H", "H", "H", "H"], "coordinates": [[-0.832, 0.660, -1.141], [1.852, 0.194, 0.369], [-0.618, -0.940, 1.481], [0.576, -1.679, -0.845], [0.223, -0.321, 0.084], [-0.589, 1.610, -1.461], [-1.055, 0.027, -2.053], [-1.677, 0.816, -0.513], [2.169, 1.072, 0.382], [2.528, -0.378, -0.172], [-1.336, -0.355, 1.816], [-0.069, -1.217, 2.271], [0.162, -2.491, -0.865]]}

***

Entry 5:
{"formula": "CH8N2S", "method": "ωB97M-V with the def2-TZVPD basis set", "spin_multiplicity": 2, "charge": -1, "s2": 0.751, "homo_energy_ev": [0.8, -5.3], "de_lowest_kj_mol": 52.6, "max_force_ha_per_bohr": 0.06434, "homo_lumo_gap_ev": [2.95, 9.02], "mol_weight_g_mol": 80.2, "e_tot_ha": -550.52084, "lumo_energy_ev": [3.7748, 3.7087], "elements": ["S", "H", "H", "N", "C", "N", "H", "H", "H", "H", "H", "H"], "coordinates": [[2.327, -0.291, 0.118], [3.148, -0.783, 1.133], [2.506, 1.027, 0.467], [-1.946, 0.919, -1.142], [-1.881, 0.538, 0.244], [-1.218, -0.899, 0.641], [-1.058, 0.949, -1.619], [-2.610, 0.484, -1.750], [-1.216, 1.261, 0.724], [-2.822, 0.445, 0.782], [-1.527, -1.415, -0.184], [-0.218, -0.689, 0.597]]}

***

Entry 6:
{"formula": "CH8N2S2", "method": "ωB97M-V with the def2-TZVPD basis set", "smiles": "NCN.SS", "charge": 0, "homo_energy_ev": -8.3, "de_lowest_kj_mol": 175.6, "max_force_ha_per_bohr": 0.12238, "homo_lumo_gap_ev": 7.97, "mol_weight_g_mol": 112.2, "e_tot_ha": -948.70256, "lumo_energy_ev": -0.3561, "elements": ["S", "S", "H", "H", "N", "C", "N", "H", "H", "H", "H", "H", "H"], "coordinates": [[1.554, 0.821, -1.918], [3.027, 0.349, -0.411], [1.354, 2.204, -1.787], [3.350, -1.008, -0.588], [-1.191, 0.018, -0.597], [-0.973, 0.399, 0.737], [-0.910, -0.880, 1.632], [-1.600, -0.875, -0.928], [-0.219, 0.003, -1.079], [-1.897, 0.951, 1.091], [-0.092, 0.909, 0.888], [-0.535, -1.653, 1.197], [-1.868, -1.237, 1.764]]}

***

Entry 7:
{"formula": "CH8N3", "method": "ωB97M-V with the def2-TZVPD basis set", "charge": 1, "homo_energy_ev": -14.8, "de_lowest_kj_mol": 233.5, "max_force_ha_per_bohr": 0.11405, "homo_lumo_gap_ev": 11.16, "mol_weight_g_mol": 62.1, "e_tot_ha": -206.87076, "lumo_energy_ev": -3.6396, "elements": ["C", "N", "N", "N", "H", "H", "H", "H", "H", "H", "H", "H"], "coordinates": [[1.061, -0.221, -0.627], [0.852, -1.435, -1.088], [1.139, 0.843, -1.391], [-0.621, 0.176, 0.557], [1.807, -0.222, 0.693], [0.953, -2.242, -0.496], [0.432, -1.583, -1.996], [0.739, 0.818, -2.321], [1.372, 1.748, -1.020], [-1.366, 0.671, 0.074], [-1.001, -0.689, 0.933], [-0.324, 0.749, 1.346]]}

***

Entry 8:
{"formula": "CH8N4P", "method": "ωB97M-V with the def2-TZVPD basis set", "smiles": "N[NH2+]/N=C(/N)P", "charge": 1, "homo_energy_ev": -14.3, "de_lowest_kj_mol": 446.9, "max_force_ha_per_bohr": 0.11640, "homo_lumo_gap_ev": 10.88, "mol_weight_g_mol": 107.1, "e_tot_ha": -602.89933, "lumo_energy_ev": -3.4194, "elements": ["C", "N", "N", "N", "N", "P", "H", "H", "H", "H", "H", "H", "H", "H"], "coordinates": [[0.075, 0.236, 0.779], [-0.029, -0.897, 0.249], [-0.234, 0.338, 2.154], [-1.015, -0.670, -1.969], [0.103, -1.017, -1.187], [0.663, 1.827, -0.094], [-0.668, -0.441, 2.617], [-0.420, 1.322, 2.620], [-1.936, -1.358, -1.796], [-1.417, 0.275, -1.716], [0.747, -0.447, -1.740], [0.278, -1.949, -1.622], [0.589, 2.750, 1.064], [-0.717, 2.066, -0.512]]}

***

Entry 9:
{"formula": "CH8N4P", "method": "ωB97M-V with the def2-TZVPD basis set", "spin_multiplicity": 3, "charge": 1, "s2": 2.007, "homo_energy_ev": [-9.4, -13.9], "de_lowest_kj_mol": 463.8, "max_force_ha_per_bohr": 0.10986, "homo_lumo_gap_ev": [5.64, 5.28], "mol_weight_g_mol": 107.1, "e_tot_ha": -602.71290, "lumo_energy_ev": [-3.7138, -8.5885], "elements": ["C", "N", "N", "N", "N", "P", "H", "H", "H", "H", "H", "H", "H", "H"], "coordinates": [[0.700, -0.443, 0.096], [-0.551, -0.792, 0.228], [1.571, -1.502, 0.033], [-2.657, 0.486, -0.240], [-1.443, 0.292, 0.393], [1.352, 1.348, 0.030], [0.991, -2.370, -0.119], [2.586, -1.255, 0.003], [-2.580, 0.923, -1.142], [-3.036, -0.409, -0.227], [-1.581, 0.345, 1.465], [-0.950, 1.252, 0.183], [2.578, 1.139, -0.695], [1.921, 1.155, 1.278]]}

***

Entry 10:
{"formula": "CH8N4S", "method": "ωB97M-V with the def2-TZVPD basis set", "charge": 2, "homo_energy_ev": [-18.6, -18.6], "de_lowest_kj_mol": 112.7, "max_force_ha_per_bohr": 0.04163, "homo_lumo_gap_ev": [7.26, 7.27], "mol_weight_g_mol": 108.2, "e_tot_ha": -659.27551, "lumo_energy_ev": [-11.2980, -11.2966], "elements": ["C", "N", "N", "N", "N", "S", "H", "H", "H", "H", "H", "H", "H", "H"], "coordinates": [[-1.027, 0.425, -0.337], [-0.368, -0.523, -0.935], [-0.614, 0.961, 0.853], [-0.681, -1.101, -2.070], [0.429, 0.521, 1.472], [1.108, 0.972, 2.806], [2.823, -1.366, -0.162], [-1.939, 0.829, -0.763], [0.533, -0.839, -0.497], [-1.194, 1.721, 1.233], [-0.108, -1.861, -2.418], [-1.534, -0.866, -2.567], [2.283, -0.889, 0.167], [0.291, 2.014, 3.216]]}

***

Entry 11:
{"formula": "CH8N5", "method": "ωB97M-V with the def2-TZVPD basis set", "charge": 1, "homo_energy_ev": -12.2, "de_lowest_kj_mol": 17.6, "max_force_ha_per_bohr": 0.05738, "homo_lumo_gap_ev": 7.68, "mol_weight_g_mol": 90.1, "e_tot_ha": -316.45952, "lumo_energy_ev": -4.5291, "elements": ["C", "N", "N", "N", "N", "N", "H", "H", "H", "H", "H", "H", "H", "H"], "coordinates": [[-0.060, -2.622, 0.028], [0.414, -2.927, -1.146], [2.038, -0.052, -1.594], [0.231, -1.499, 0.744], [2.800, -0.163, -2.393], [-1.601, 4.694, 1.585], [-0.519, -3.371, 0.564], [0.385, -0.750, 0.112], [-0.401, -1.192, 1.473], [1.136, -2.259, -1.551], [-0.726, 5.044, 1.282], [-1.601, 3.784, 1.128], [-2.390, 5.210, 1.175], [0.294, -3.895, -1.409]]}

***

Entry 12:
{"formula": "CH8N5O", "method": "ωB97M-V with the def2-TZVPD basis set", "charge": 1, "homo_energy_ev": [-13.2, -13.1], "de_lowest_kj_mol": 302.0, "max_force_ha_per_bohr": 0.05574, "homo_lumo_gap_ev": [8.47, 8.53], "mol_weight_g_mol": 106.1, "e_tot_ha": -391.48480, "lumo_energy_ev": [-4.7735, -4.5769], "elements": ["C", "N", "N", "N", "N", "N", "O", "H", "H", "H", "H", "H", "H", "H", "H"], "coordinates": [[1.029, 1.389, 0.207], [-0.198, 1.112, 0.435], [1.726, 2.189, 0.973], [-1.774, -0.512, 0.483], [-0.234, -2.233, -0.886], [-0.815, 0.174, -0.250], [0.018, -1.080, -1.377], [1.550, 0.761, -0.447], [2.650, 2.237, 0.638], [1.322, 2.846, 1.585], [-1.984, -1.384, -0.087], [-1.590, -0.663, 1.478], [-0.962, -2.790, -1.367], [0.447, -2.685, -0.295], [-1.183, 0.639, -1.090]]}